No. 1
C35H33AsMoN3O3S3 | ωB97M-V/def2-TZVPD

```
! wB97M-V def2-TZVPD RIJCOSX def2/J DEFGRID3
* xyz 0 2
Mo 0.14512 0.24727 0.57361
As -1.95561 1.31734 -0.26092
S -0.14637 -1.40360 -1.21813
S 2.91986 -0.15782 0.31603
S -1.98789 -1.56129 1.29960
O -0.46014 0.39729 2.55930
O 3.99326 0.54920 0.96241
O 1.99850 -0.88248 1.21952
N 1.92237 0.78421 -0.52636
N -0.44834 -0.74947 3.26072
N 0.60510 2.32590 1.10443
C 4.93954 -3.02515 -2.49787
C -1.23344 -1.75540 2.79761
C -0.50611 -3.01355 4.74416
C 4.43573 -2.31236 -0.25821
C 3.48073 -1.14257 -2.16082
C 3.23589 2.72636 -1.33451
C 0.31164 -0.81890 4.37029
C -2.95574 0.34089 -1.65305
C 1.68759 -4.70396 0.38449
C 1.76672 -4.87023 -2.00230
C -3.36023 1.88978 0.94261
C 1.11098 -3.65089 -2.10615
C 2.74256 4.92561 -0.44566
C 2.06726 -5.40194 -0.75522
C -5.32079 -0.06256 -0.91039
C -7.14591 1.31569 -1.66919
C 2.26865 2.16133 -0.55889
C -0.08415 3.04296 1.96086
C 1.02226 -3.48800 0.28144
C 0.95516 5.09567 1.29817
C -4.91024 1.71002 -2.46880
C 1.52724 2.97569 0.32238
C -1.25436 -2.92364 3.60442
C -1.68393 3.00729 -1.21694
C 3.46862 4.12344 -1.27582
C 4.14192 -2.01397 -3.01559
C 1.74577 4.35961 0.38812
C -6.67062 0.26145 -0.89796
C 0.05631 4.44241 2.07736
C -4.41963 0.66401 -1.68787
C -6.26120 2.03573 -2.46059
C 0.30569 -1.93988 5.14387
C 3.64542 -1.30183 -0.79399
C 0.73335 -2.93531 -0.96681
C 5.08187 -3.17788 -1.12233
H -3.91365 1.02697 1.29525
H -1.33858 3.77838 -0.52787
H 1.90513 -5.10938 1.36756
H -0.53027 -3.92153 5.33484
H 0.92435 -1.98402 6.02873
H 0.72469 -2.96244 1.17315
H 5.44501 -3.70909 -3.16894
H 4.02153 -1.90993 -4.08650
H 3.82516 2.09510 -1.98885
H -2.46719 0.60543 -2.58787
H -2.61111 3.33960 -1.68037
H -0.55824 4.97283 2.79145
H 5.69913 -3.97401 -0.72446
H -0.92291 2.85081 -1.98053
H -4.95517 -0.88814 -0.30732
H -1.86799 -3.74377 3.26049
H 2.82240 -0.37071 -2.53596
H 1.08091 6.17023 1.37163
H 0.88997 0.06836 4.57478
H 4.53448 -2.41703 0.81613
H 2.05076 -5.40348 -2.90280
H 2.58723 -6.34927 -0.67192
H -2.92058 2.40112 1.79586
H -7.35515 -0.31329 -0.28451
H 4.23884 4.55971 -1.90107
H 2.91785 5.99508 -0.41163
H -4.01892 2.56233 0.40087
H -6.62394 2.84639 -3.08133
H -2.77443 -0.71340 -1.46876
H -8.19834 1.57111 -1.65582
H 0.87435 -3.23891 -3.08078
H -0.76976 2.49010 2.58805
H -4.22598 2.26841 -3.09859
*
```

Results
Kohn-Sham gap (alpha / beta)   6.5050 / 6.1342 eV
Expectation value of S²   0.76
LUMO energy (alpha / beta)   -0.259 / -0.526 eV

=====

No. 2
CHF3O | ωB97M-V/def2-TZVPD

```
! wB97M-V def2-TZVPD RIJCOSX def2/J DEFGRID3
* xyz 0 1
F 2.55397 0.45574 1.09412
F 1.82512 -1.29165 0.00008
F 2.46919 0.48452 -1.08058
O 0.12806 0.73544 0.00908
C 1.92590 0.00575 0.02826
H -0.15293 0.51433 -0.82493
*
```

Results
Kohn-Sham gap   11.5265 eV
LUMO energy   0.178 eV

=====

No. 3
C45H34AlBr4IN2O5SSb2 | ωB97M-V/def2-TZVPD

```
! wB97M-V def2-TZVPD RIJCOSX def2/J DEFGRID3
* xyz 0 1
I -4.45441 4.52571 -0.34776
Sb 1.91792 -0.07242 -0.77628
Sb -0.77115 0.42278 1.88321
Br -6.66764 0.71773 -4.18087
Br -1.15355 0.25149 -5.71444
Br -5.71452 0.13205 -1.01736
Br -4.35715 0.76128 -6.56165
S -0.38931 -3.79554 2.52645
Al -0.94071 -0.18242 -0.92110
O -0.34980 -1.91066 -0.64074
O -1.62139 -4.32222 3.02658
O 0.65261 -3.45683 3.45690
O -0.91605 -0.25980 -2.73244
O -2.73057 -0.37093 -0.88527
N -0.66592 -2.49357 1.54753
N -1.14753 1.92305 -1.10867
C -2.29315 2.47275 -0.69242
C -0.31308 -2.75044 0.32154
C 0.23611 4.65942 2.61989
C 2.59278 -0.82139 1.11944
C 4.25338 -3.31473 -2.59128
C 2.41163 -2.86684 -4.07147
C 0.30227 3.29086 2.38800
C -0.85421 2.51562 2.33328
C -2.08310 3.14199 2.53583
C 3.81699 -2.30525 -1.74423
C -3.16690 -0.12697 -2.12663
C 1.20494 -6.67802 0.11111
C -4.36826 -1.32860 3.59291
C 5.33158 2.38856 -2.06678
C -4.85660 0.38910 -3.77407
C -0.99447 5.27032 2.81104
C 4.46134 1.32687 -1.85435
C 0.71792 -4.64411 -1.10944
C -3.88786 0.41308 -4.76900
C -0.51763 4.00919 -2.06621
C 5.05858 3.63513 -1.52214
C -2.61041 3.79447 -0.95173
C -3.34843 -0.94524 2.73262
C 3.30943 1.50330 -1.09196
C -3.27905 -0.18110 5.40545
C -2.17412 -0.07495 -3.13622
C 3.54981 -3.59473 -3.75500
C -4.33154 -0.95016 4.92682
C 2.67331 -1.57355 -2.05624
C -0.28611 2.67457 -1.79915
C 1.20198 -5.94617 -1.07388
C -1.70335 4.58477 -1.63770
C 1.96763 -1.85964 -3.22393
C 0.25909 -4.83685 1.24526
C -2.29137 -0.17803 3.21080
C -2.54352 0.19015 -4.44201
C -2.15371 4.50729 2.77685
C -4.48712 0.12702 -2.44762
C 1.00408 -0.02349 3.00394
C -2.26161 0.20968 4.54714
C 2.37057 0.09273 2.32677
C 0.24153 -4.10864 0.07289
C 0.73135 -6.13049 1.29947
C 3.03457 2.76404 -0.56396
C 3.90705 3.82348 -0.77052
H -3.25021 0.11365 6.44675
H -1.05025 6.33498 2.99863
H -1.92458 5.62216 -1.84934
H -5.18637 -1.93030 3.21892
H -2.97804 1.81536 -0.16971
H 1.58222 -6.40085 -1.97912
H 1.58637 -7.69077 0.10769
H 0.60432 2.18111 -2.16437
H -3.37794 -1.25001 1.69231
H 2.10973 -1.78976 1.27163
H 1.27603 2.82911 2.27338
H 4.37564 -2.10011 -0.83871
H 1.06088 -1.31411 -3.46462
H 0.95992 0.64463 3.86663
H 5.14006 -3.88344 -2.34162
H -5.12397 -1.25668 5.59763
H 5.73821 4.46061 -1.68968
H 6.22410 2.23976 -2.66114
H -3.11641 4.97567 2.93689
H 1.85956 -3.08463 -4.97714
H 3.88997 -4.38280 -4.41483
H 2.12324 2.93819 -0.00111
H 0.21383 4.57904 -2.62132
H -3.00087 2.56219 2.51888
H 0.85288 -1.04127 3.36504
H 4.68674 0.35968 -2.28856
H 3.68243 4.79643 -0.35140
H 0.71338 -4.05934 -2.02054
H 3.11611 -0.17660 3.08126
H -1.44995 0.82122 4.92619
H 0.73781 -6.69323 2.22293
H 1.14669 5.24465 2.66282
H 2.59672 1.13105 2.06314
H 3.65856 -1.01029 0.98528
*
```

Results
Kohn-Sham gap   7.4139 eV
LUMO energy   -0.248 eV

=====

No. 4
CH3Cl2OP | ωB97M-V/def2-TZVPD

```
! wB97M-V def2-TZVPD RIJCOSX def2/J DEFGRID3
* xyz 0 1
Cl -2.09315 -2.23682 -0.20751
Cl -1.36009 1.52252 -1.06237
P -0.49798 0.62412 0.50413
O -0.36645 1.49690 1.66264
C 0.88177 -0.26064 -0.12794
H 0.35916 -0.82230 -0.87715
H 1.51107 0.59197 -0.41173
H 1.56566 -0.91577 0.51993
*
```

Results
Kohn-Sham gap (alpha / beta)   7.4023 / 5.9616 eV
LUMO energy (alpha / beta)   -2.692 / -3.349 eV